No. 1
{"formula": "C15H35CuF6GeNO5S6SbSi3", "method": "the ωB97M-V functional and the def2-TZVPD basis", "charge": -2, "e_homo_ev": -2.07, "symbols": ["Cu", "S", "Sb", "S", "S", "S", "F", "C", "F", "F", "S", "O", "O", "N", "S", "O", "O", "C", "F", "F", "F", "C", "Si", "C", "C", "Ge", "Si", "C", "C", "C", "Si", "C", "C", "C", "H", "H", "H", "H", "H", "H", "H", "H", "H", "H", "H", "H", "H", "H", "H", "H", "H", "H", "H", "H", "H", "H", "H", "H", "H", "H", "H", "C", "C", "C", "O", "C", "H", "H", "H", "H", "H", "H", "H", "H"], "positions_angstrom": [[-1.54928, 2.07422, -1.62712], [2.62778, -1.59305, -6.90099], [0.66334, -1.54294, -5.76625], [-0.08884, -0.42368, -1.28916], [0.59019, 1.55963, -1.64768], [-0.95648, -2.68859, -6.85715], [-5.15300, 6.80005, 0.11432], [-5.09663, 5.62086, 0.73351], [-5.36609, 5.83102, 2.03552], [-6.07123, 4.84130, 0.24624], [-3.43194, 4.78397, 0.57621], [-0.90678, 3.07989, 0.95628], [-2.54457, 5.79917, 1.14736], [-3.38767, 4.88669, -1.05451], [-3.38155, 3.70090, -2.02239], [-3.54050, 2.36302, -1.42708], [-2.40136, 3.81112, -3.06657], [-4.98327, 3.87869, -2.93674], [-5.21381, 5.15451, -3.25941], [-4.95441, 3.16361, -4.06002], [-6.01012, 3.44727, -2.19900], [1.60124, -5.10691, 0.11440], [0.65831, -3.67711, -0.68010], [-1.13796, -3.79222, -0.12934], [0.74145, -3.87843, -2.53523], [1.46059, -1.50505, -0.07930], [3.53826, -1.00082, -1.16104], [4.82192, -2.34855, -0.83501], [4.24558, 0.61717, -0.51637], [3.22691, -0.88197, -2.98974], [1.67890, -1.38417, 2.28718], [3.03392, -2.67176, 2.60418], [2.35754, 0.20811, 3.02725], [0.21037, -1.94153, 3.32565], [1.27366, -6.03973, -0.35543], [1.40453, -5.18372, 1.18598], [2.68070, -5.02126, -0.02635], [-1.59118, -4.71346, -0.50791], [-1.71600, -2.94872, -0.51254], [-1.22362, -3.78942, 0.95988], [0.30561, -4.83608, -2.83521], [1.77123, -3.84887, -2.89915], [0.19608, -3.08229, -3.04361], [5.10425, -2.41752, 0.21689], [5.72413, -2.11934, -1.41104], [4.46572, -3.33077, -1.15448], [4.48390, 0.56243, 0.54857], [3.53551, 1.43182, -0.66959], [5.16681, 0.85224, -1.05897], [2.85043, -1.81391, -3.41227], [4.14577, -0.63029, -3.52713], [2.48761, -0.10917, -3.21030], [3.99346, -2.34632, 2.19677], [2.81357, -3.65073, 2.17784], [3.15493, -2.78893, 3.68671], [2.94348, 0.79514, 2.31906], [3.00366, -0.05178, 3.87251], [1.54946, 0.83653, 3.39414], [-0.31032, -2.79988, 2.89727], [-0.50749, -1.13356, 3.45552], [0.59028, -2.23473, 4.30994], [-2.91959, 1.60162, 2.52660], [-1.89694, 2.62937, 3.04615], [-0.69608, 2.37683, 2.14566], [-0.70116, 0.97738, 1.96092], [-2.06206, 0.60979, 1.71530], [-3.65903, 2.07316, 1.88052], [-3.44754, 1.11050, 3.34432], [-1.61214, 2.40117, 4.07537], [-2.23707, 3.66105, 2.99380], [0.27611, 2.62015, 2.57982], [-0.16643, 2.92020, 0.33791], [-2.18073, -0.43022, 2.02104], [-2.27428, 0.67693, 0.64766]], "forces_ev_per_angstrom": [[0.934, -0.688, 0.145], [0.125, -0.058, -0.098], [-0.045, 0.134, 0.079], [-0.004, 0.201, 0.070], [-0.222, -0.262, 0.197], [-0.096, -0.133, -0.120], [-0.013, -0.006, 0.013], [-0.001, 0.118, -0.036], [0.040, -0.029, 0.025], [-0.029, -0.040, -0.035], [-0.064, -0.116, 0.069], [0.178, 0.123, -0.127], [-0.006, 0.019, -0.008], [-0.013, 0.323, 0.083], [-1.131, 0.504, -0.230], [0.326, 0.069, 0.001], [0.015, 0.087, -0.098], [-0.009, 0.056, 0.019], [0.033, 0.012, -0.020], [0.030, -0.060, -0.025], [-0.006, 0.006, 0.062], [-0.029, -0.037, 0.012], [-0.010, 0.076, -0.010], [-0.014, -0.055, -0.004], [0.055, -0.060, -0.013], [0.127, 0.011, -0.109], [-0.061, -0.032, 0.027], [0.014, -0.009, -0.022], [0.036, 0.000, 0.016], [0.032, 0.072, -0.042], [0.057, -0.028, 0.004], [0.040, 0.024, 0.051], [0.025, 0.000, 0.039], [0.025, -0.014, -0.003], [0.019, -0.013, 0.028], [-0.006, 0.011, 0.003], [-0.002, 0.015, -0.021], [-0.016, 0.004, 0.020], [0.024, 0.006, -0.022], [-0.001, -0.007, -0.006], [-0.002, 0.016, -0.025], [0.004, -0.026, 0.004], [-0.035, 0.013, 0.024], [-0.012, 0.006, 0.014], [0.001, -0.020, 0.005], [-0.016, 0.013, -0.013], [0.010, -0.009, 0.001], [-0.016, -0.015, -0.010], [-0.006, 0.023, 0.011], [0.030, -0.022, 0.008], [-0.009, -0.015, -0.014], [-0.008, 0.001, 0.026], [0.002, 0.028, -0.001], [-0.035, -0.008, -0.003], [0.028, -0.027, -0.014], [-0.003, -0.044, -0.031], [-0.008, 0.051, 0.000], [-0.094, 0.056, 0.001], [0.040, -0.011, -0.018], [-0.019, 0.051, -0.012], [-0.064, 0.012, 0.025], [-0.007, 0.018, -0.053], [0.037, -0.105, 0.077], [-0.079, -0.036, 0.035], [-0.001, -0.007, -0.059], [0.010, -0.017, 0.046], [0.013, 0.003, 0.022], [0.010, -0.006, 0.005], [-0.008, 0.028, -0.008], [0.005, 0.029, -0.041], [-0.001, 0.039, 0.042], [-0.148, -0.265, 0.083], [0.021, 0.014, 0.000], [0.004, 0.003, -0.043]]}


No. 2
{"formula": "C3H11NS2", "method": "the ωB97M-V functional and the def2-TZVPD basis", "e_homo_ev": -8.12, "smiles": "CNC.CSS", "symbols": ["C", "N", "C", "H", "H", "H", "H", "H", "H", "H", "C", "S", "S", "H", "H", "H", "H"], "positions_angstrom": [[-1.43291, 3.11212, 1.82218], [-0.22185, 2.64006, 2.40190], [0.11088, 1.22253, 2.46323], [-2.09583, 2.29175, 1.54057], [-2.00269, 3.89339, 2.35365], [-1.19697, 3.57965, 0.83458], [0.31002, 3.22112, 3.01458], [-0.08761, 0.67605, 1.55329], [-0.27878, 0.66312, 3.35370], [1.21504, 1.13060, 2.51784], [1.07202, -2.99768, -2.17667], [1.04221, -4.44819, -3.35383], [0.83586, -3.41665, -5.13457], [-0.00280, -2.89659, -1.85707], [1.41367, -2.10417, -2.70776], [1.84279, -3.28552, -1.45834], [-0.52306, -3.28160, -5.16727]], "forces_ev_per_angstrom": [[-0.099, 0.797, -1.711], [0.439, -1.223, 0.267], [1.041, 0.318, 0.977], [-0.075, -0.068, 0.464], [0.288, -0.544, 0.335], [-0.272, -0.049, 0.360], [-0.155, 0.219, 0.120], [-0.668, 0.033, -0.338], [-0.068, 0.355, -0.696], [-0.432, 0.161, 0.221], [-0.776, -0.837, -0.741], [0.093, 1.119, -0.203], [-0.513, -0.280, 0.079], [1.475, 0.148, 0.309], [-0.164, -0.282, 0.038], [-0.634, 0.235, 0.473], [0.519, -0.100, 0.045]]}


No. 3
{"formula": "C5H10ClO3P", "method": "the ωB97M-V functional and the def2-TZVPD basis", "s_squared": 2.005, "spin_multiplicity": 3, "e_homo_ev": [-4.20, -10.19], "symbols": ["C", "C", "C", "C", "C", "O", "O", "O", "P", "Cl", "H", "H", "H", "H", "H", "H", "H", "H", "H", "H"], "positions_angstrom": [[-3.14015, 1.57379, -1.08114], [-3.44590, 1.63888, 0.07824], [-0.58481, -2.58272, -0.21267], [2.47864, -0.23493, 0.17141], [1.46892, 0.78380, -0.42312], [-0.60623, 0.47530, 1.24570], [1.47588, 1.99809, 0.26149], [0.22988, -1.41740, -0.18511], [-0.35235, 0.08654, -0.31358], [4.21667, 0.23958, 0.03209], [-2.87850, 1.70836, -2.02263], [-1.06558, 1.31260, 1.36776], [-3.50480, 1.53692, 1.09950], [-1.49703, -2.49716, 0.34513], [0.10467, -3.29799, 0.31944], [-0.74781, -2.99218, -1.18732], [2.37392, -1.16373, -0.39835], [2.29861, -0.29927, 1.22169], [1.75113, 1.11094, -1.51590], [1.42484, 2.02058, 1.19736]], "forces_ev_per_angstrom": [[-1.059, 0.144, 3.993], [0.625, -0.347, -1.726], [1.872, -1.483, 1.621], [-0.310, 0.353, -1.503], [2.365, 0.995, -0.910], [-0.410, -0.196, 0.355], [0.089, 0.905, -2.049], [-0.098, -0.236, -0.813], [-1.047, 0.616, -0.050], [0.049, 0.299, -0.118], [0.924, 0.270, -3.792], [0.053, 0.204, -0.121], [-0.543, -0.030, 1.586], [-0.470, 0.298, 0.167], [-1.018, 0.240, -0.432], [-0.168, 0.219, -0.755], [0.216, 0.261, 0.660], [-0.242, -0.520, 0.600], [-0.729, -1.086, 1.973], [-0.100, -0.904, 1.315]]}


Values for ΔE to the lowest compared entry with this formula, charge and spin, eV, ordered as above
0.0000 1.0981 1.5068